Formula: C16H26N7O3
Source: OMol25
Level of theory: ωB97M-V/def2-TZVPD

Output
Frontier orbital gap (eV): 7.649
Charge: +1
HOMO level (eV): -10.3
M (g mol⁻¹): 364.4
LUMO energy (eV): -2.644
DFT total energy (hartree): -1234.12982

Structure (XYZ):
```
52
Properties=species:S:1:pos:R:3:forces:R:3:nbo_charge:R:1
O 2.13037 -1.69881 1.38639 -0.486 -0.125 0.569 -0.731
O -0.00234 2.01744 -1.02185 0.649 0.027 -0.095 -0.615
N -2.85676 3.32947 -5.06419 0.516 -0.530 -0.529 -0.157
O -2.08447 2.92411 -6.20194 0.336 -0.374 0.459 -0.318
C 2.27898 -0.97525 0.40334 0.400 -0.159 0.155 0.710
C -0.62322 1.36317 -0.20466 1.299 0.083 -0.745 0.673
C -2.55378 2.50926 -4.10465 -0.342 0.157 -0.575 0.331
C 1.41211 -2.62548 4.98395 -0.018 0.580 -0.506 0.667
C 0.24177 0.01968 -5.96660 -0.659 0.824 0.003 -0.183
C 0.00414 -0.27785 -4.61599 -0.546 0.470 0.341 -0.244
C -0.42996 1.08780 -6.57655 0.280 -0.096 -0.449 -0.269
C -0.91088 0.48515 -3.87779 0.345 -0.369 -0.377 -0.156
C -1.33548 1.84317 -5.82984 -0.117 0.223 0.029 0.377
C -1.58052 1.54089 -4.50651 0.464 -0.632 0.408 -0.216
N -3.19586 2.58150 -2.89783 0.045 0.343 0.584 -0.822
N 2.14116 -2.89355 3.93679 0.424 0.960 -1.274 -0.766
N -1.93608 1.56333 -0.07177 -1.297 -0.324 0.671 -0.624
N 0.80933 -1.46108 5.16484 -0.126 0.976 0.106 -0.560
N 1.43069 -0.00122 0.05588 -0.874 0.585 -0.699 -0.598
N 1.28416 -3.56978 5.87266 -0.493 -1.131 1.685 -0.755
C 3.49837 -1.14757 -0.47064 -0.162 0.066 -0.007 -0.707
C -2.87704 0.85500 0.79793 0.434 0.117 -0.095 -0.422
C 0.94012 -0.27123 4.30265 -0.292 -0.330 -0.509 -0.222
C -0.02337 -0.32568 3.11280 0.164 0.182 0.182 -0.413
C 0.28043 0.79417 2.09971 -0.464 -0.402 0.314 -0.413
C 0.10621 0.30544 0.64427 0.535 0.057 0.199 -0.118
H 0.94968 -0.57152 -6.54076 -0.143 0.135 0.064 0.225
H 0.53046 -1.10206 -4.14514 -0.088 0.096 -0.029 0.211
H -0.25205 1.33923 -7.61714 0.019 -0.077 0.104 0.234
H -1.09492 0.26334 -2.83297 0.038 0.001 -0.040 0.201
H -3.27281 1.69745 -2.41278 -0.358 0.239 -0.235 0.384
H -4.00594 3.19562 -2.92468 0.129 -0.482 0.213 0.408
H 2.58878 -3.78122 3.82469 0.069 -0.146 -0.055 0.417
H 2.15701 -2.24758 3.14800 0.172 -0.238 -0.329 0.465
H -2.29091 2.31749 -0.64638 0.182 0.016 -0.023 0.432
H 0.25991 -1.35393 6.00036 -0.011 -0.049 0.026 0.413
H 1.68931 0.56397 -0.74599 -0.310 0.106 0.034 0.437
H 1.74338 -4.45086 5.73370 -0.125 -0.116 0.204 0.420
H 0.74318 -3.41419 6.70399 0.096 -0.246 0.127 0.417
H 3.18636 -1.36367 -1.49103 0.108 0.076 -0.100 0.240
H 4.08858 -0.23301 -0.45662 0.068 0.035 -0.139 0.242
H 4.10063 -1.97355 -0.09496 -0.124 0.121 0.002 0.244
H -2.85347 -0.21741 0.59518 -0.084 0.009 0.083 0.201
H -3.88978 1.22025 0.61432 0.225 -0.029 -0.026 0.231
H -2.63455 1.03523 1.84633 -0.139 -0.091 0.056 0.193
H 1.96596 -0.20451 3.93169 0.004 -0.048 0.127 0.215
H 0.73693 0.62983 4.88533 0.163 -0.267 0.217 0.229
H -1.04891 -0.22267 3.47038 -0.045 -0.083 0.083 0.208
H 0.05600 -1.30315 2.64025 0.079 0.017 -0.066 0.224
H 1.29857 1.16542 2.23513 -0.050 -0.014 -0.179 0.227
H -0.38789 1.63070 2.30969 0.062 0.096 -0.111 0.223
H -0.51161 -0.59126 0.61903 0.050 -0.239 0.143 0.214
```
Positions in Å, forces in eV/Å.

---

Formula: C6H10CuO3
Source: OMol25
Level of theory: ωB97M-V/def2-TZVPD

Output
Frontier orbital gap (eV): 8.475
Charge: +1
HOMO level (eV): -13.7
M (g mol⁻¹): 193.7
LUMO energy (eV): -5.241
DFT total energy (hartree): -2100.48779

Structure (XYZ):
```
20
Properties=species:S:1:pos:R:3:forces:R:3:nbo_charge:R:1
O 1.79739 1.39708 0.54751 0.441 0.737 -0.672 -0.746
Cu 1.73709 3.88211 0.22750 -0.527 -1.356 -0.135 0.951
O 0.05314 2.22067 -0.57420 0.185 0.272 -0.839 -0.720
C 0.78130 1.33594 -0.14991 -0.149 1.161 2.100 0.972
O 0.26495 -0.01241 -0.21424 1.449 -0.290 0.485 -0.402
C -1.08775 -0.29321 -0.72451 -0.503 -0.171 -0.025 -0.091
H -1.00589 -1.32895 -1.07196 -0.102 0.282 -0.078 0.222
H -1.22852 0.40825 -1.55023 0.039 -0.251 0.134 0.248
C -2.10584 -0.12474 0.35137 -0.340 0.103 0.108 -0.274
C -3.13774 0.71079 0.23582 0.192 -0.208 -0.019 -0.293
H -2.00700 -0.76887 1.22919 -0.069 0.121 -0.243 0.217
H -3.92504 0.73994 0.99010 0.287 0.074 -0.189 0.224
H -3.24550 1.36606 -0.63110 0.016 -0.204 0.222 0.208
C 1.10522 -1.04635 0.55848 -0.837 -0.979 -0.238 -0.033
C 2.34302 -1.39481 -0.22109 0.144 0.142 -0.202 -0.657
H 1.28903 -0.73034 1.58620 -0.113 0.631 -0.441 0.240
H 0.39274 -1.87490 0.62709 0.188 0.043 -0.214 0.206
H 3.02227 -0.53647 -0.29009 -0.193 -0.317 0.082 0.247
H 2.85765 -2.20830 0.30756 -0.130 0.184 -0.113 0.253
H 2.09949 -1.74149 -1.23350 0.022 0.026 0.277 0.228
```
Positions in Å, forces in eV/Å.

---

Formula: C2H12N2O2
Source: OMol25
Level of theory: ωB97M-V/def2-TZVPD

Output
Frontier orbital gap (alpha / beta) (eV): 7.654 / 6.280
Charge: -1
2S+1: 2
HOMO level (alpha / beta) (eV): -3.6 / -3.6
M (g mol⁻¹): 96.1
LUMO energy (alpha / beta) (eV): 4.024 / 2.650
DFT total energy (hartree): -343.29292

Structure (XYZ):
```
18
Properties=species:S:1:pos:R:3:forces:R:3:lowdin_spin:R:1
N -0.21808 -1.43443 -2.43118 -2.326 0.541 0.563 0.812
C -0.89672 -1.48883 -1.09441 1.908 -0.601 0.738 0.078
C -1.10002 -0.14949 -0.33430 -1.645 0.738 -0.712 0.047
N 1.54320 -0.77278 -0.44589 0.558 -0.133 -1.156 0.012
H 1.56191 2.84620 1.46030 0.740 1.462 0.559 0.000
H -0.97519 -1.07971 -3.06125 0.740 -0.185 0.241 0.024
H -1.87805 -1.94207 -1.15106 -0.290 -0.384 -0.357 0.016
H -0.16844 -2.08594 -0.46830 -1.358 0.385 -0.515 0.004
H -1.83305 0.45302 -0.96711 1.120 -0.172 0.570 -0.001
H -0.17659 0.39140 -0.05209 -1.121 -0.248 -0.335 0.000
H 2.49392 -0.96262 -0.20012 0.697 -0.658 -0.225 0.001
H 1.28149 -1.08531 -1.42315 1.241 0.398 1.489 0.003
H -0.42718 1.05474 3.33558 1.114 -0.202 2.136 0.000
H -1.69754 -0.30652 0.59496 0.756 -0.232 -0.521 0.002
O 1.10621 2.08810 1.17330 -0.494 -1.392 -1.133 0.000
H -0.00429 1.65982 1.89475 0.656 -0.033 0.347 0.000
H 1.56112 0.23407 -0.47300 -0.264 0.630 0.309 0.000
O -0.73539 1.17481 2.47948 -2.031 0.083 -1.998 0.001
```
Positions in Å, forces in eV/Å.

---

Formula: C2H4O3
Source: OMol25
Level of theory: ωB97M-V/def2-TZVPD

Output
Frontier orbital gap (eV): 9.202
Charge: 0
HOMO level (eV): -8.6
M (g mol⁻¹): 76.1
LUMO energy (eV): 0.574
DFT total energy (hartree): -304.17143

Structure (XYZ):
```
9
Properties=species:S:1:pos:R:3:forces:R:3:nbo_charge:R:1
C 0.09077 0.61985 -0.04091 -3.601 -1.902 -0.366 0.847
C 1.42326 0.08910 0.10491 0.799 -0.188 0.064 -0.767
O -0.55090 1.58054 -0.08782 0.734 -0.349 0.098 -0.423
O -2.32142 -0.59075 0.24301 -0.979 0.407 0.233 -0.461
O -1.06867 -1.01819 -0.13563 2.917 1.977 -0.061 -0.453
H 2.12171 0.68904 -0.48045 -0.002 -0.007 0.038 0.258
H 1.68788 0.16517 1.16154 0.004 0.000 -0.010 0.276
H 1.45577 -0.95593 -0.18771 -0.101 0.015 -0.036 0.281
H -2.83838 -0.57883 -0.57694 0.229 0.046 0.040 0.444
```
Positions in Å, forces in eV/Å.

---

Formula: C3H13N3
Source: OMol25
Level of theory: ωB97M-V/def2-TZVPD

Output
Frontier orbital gap (eV): 8.029
Charge: 0
HOMO level (eV): -7.1
M (g mol⁻¹): 91.2
LUMO energy (eV): 0.918
DFT total energy (hartree): -286.21525

Structure (XYZ):
```
19
Properties=species:S:1:pos:R:3:forces:R:3:nbo_charge:R:1
C 0.52379 0.44997 1.55148 0.092 0.046 -0.215 0.262
N 0.49227 1.87610 1.79952 -0.001 -0.031 0.063 -0.839
N 1.14028 0.21583 0.23376 -0.174 0.802 -0.131 -0.827
N -0.77226 -0.18706 1.65596 0.030 0.025 0.020 -0.845
H 1.17551 -0.00756 2.30349 -0.055 0.051 -0.076 0.171
H -0.13277 2.33633 1.14392 0.015 -0.034 0.019 0.355
H 0.13912 2.05525 2.73265 -0.036 -0.008 -0.019 0.370
H -0.69190 -1.19335 1.55000 0.026 0.042 -0.035 0.372
H -1.39538 0.14515 0.92589 0.043 -0.003 -0.001 0.360
H 0.51979 0.52804 -0.56053 0.356 -0.104 0.747 0.414
H 2.04757 0.65889 0.14363 -0.039 -0.026 0.086 0.396
C -0.84156 0.02085 -2.00576 -0.106 -1.125 -0.355 -0.676
C -0.52746 -1.32313 -1.91712 -1.105 1.130 -1.242 -0.352
H -1.27653 -2.01357 -1.54508 0.233 0.025 0.408 0.200
H 0.08761 -1.76871 -2.68974 0.343 0.037 0.287 0.202
H -1.78928 0.39312 -1.63495 0.104 -0.001 0.355 0.191
H -0.36418 0.65400 -2.74358 0.242 0.000 0.099 0.198
H 1.03749 -1.05690 -0.17903 -0.559 -1.042 -0.863 0.247
H 0.62789 -1.78327 -0.76452 0.592 0.218 0.853 -0.199
```
Positions in Å, forces in eV/Å.

---

Formula: C14H25N5PrS2
Source: OMol25
Level of theory: ωB97M-V/def2-TZVPD

Output
Frontier orbital gap (alpha / beta) (eV): 6.944 / 7.675
Charge: +3
2S+1: 3
HOMO level (alpha / beta) (eV): -17.4 / -17.4
M (g mol⁻¹): 468.4
LUMO energy (alpha / beta) (eV): -10.456 / -9.725
DFT total energy (hartree): -2134.70871

Structure (XYZ):
```
47
Properties=species:S:1:pos:R:3:forces:R:3:lowdin_spin:R:1
Pr 0.10914 -0.71079 0.10422 -0.460 -0.230 -0.467 2.040
S -1.14032 1.85170 -0.26540 -0.547 0.035 -0.629 -0.006
S -1.14384 -3.31022 -0.22220 -0.144 0.509 -0.524 -0.010
C -2.96431 1.92552 -0.34233 -0.264 -0.088 0.311 -0.001
C -0.72919 1.99834 -2.04119 0.062 -0.136 -0.012 0.001
C -1.15989 0.78364 -2.86632 0.015 -0.033 -0.047 0.000
N -0.48905 -0.45728 -2.34740 0.689 0.189 0.146 -0.005
C -1.10342 -1.74834 -2.76031 -0.173 -0.095 -0.428 0.000
C -0.61461 -2.98385 -1.98792 -0.095 -0.229 0.205 -0.001
H 0.36492 2.12243 -2.08033 -0.317 0.158 -0.074 0.000
H -1.21189 2.91599 -2.40406 0.283 -0.224 -0.014 0.000
H -0.84624 0.92354 -3.91295 -0.335 0.092 0.254 0.000
H -2.24744 0.64885 -2.84110 0.253 -0.016 -0.010 0.000
H -0.81929 -1.90578 -3.80924 -0.384 -0.236 0.122 0.000
H -2.19259 -1.65722 -2.70864 0.168 -0.010 -0.060 0.000
H 0.48888 -2.99723 -1.92056 -0.239 -0.226 -0.214 0.000
H -0.93484 -3.88327 -2.53427 0.319 0.307 0.041 0.000
C -2.93170 -2.96011 -0.20425 -0.440 -0.073 0.065 -0.001
H 0.41708 -0.43272 -2.84076 -0.184 -0.125 0.395 0.000
H -3.20025 -2.06879 -0.78448 0.140 -0.185 0.160 0.000
H -3.19304 -2.79532 0.84920 0.067 -0.091 -0.290 0.000
H -3.52230 -3.81744 -0.56893 0.462 0.282 0.086 0.000
H -3.30330 1.89115 0.70058 0.044 0.087 -0.267 0.000
H -3.45681 1.10536 -0.88961 0.438 0.314 0.127 0.000
H -3.24475 2.89770 -0.77173 0.128 -0.325 0.130 0.000
C 5.03533 -0.17768 -1.74387 -0.163 -0.027 -0.373 0.000
C 5.20195 -0.15483 -0.42462 -0.031 -0.015 0.380 0.000
H 4.97570 0.74350 -2.34363 0.166 -0.462 0.326 0.000
H 5.00318 -1.12577 -2.30140 -0.030 0.479 0.301 0.000
H 5.33079 0.78804 0.12856 -0.008 -0.499 -0.329 0.000
H 5.27562 -1.07731 0.16997 0.089 0.440 -0.338 0.000
N 1.96476 1.71852 3.07858 -0.106 -0.075 -0.117 0.000
C 3.00315 2.16259 2.25785 -0.783 -0.432 0.028 -0.001
C 2.75100 1.62762 1.02570 -0.461 -0.436 0.288 0.000
N 1.59904 0.83832 1.08794 0.041 0.571 1.251 -0.008
C 1.12335 0.94095 2.36250 1.130 0.482 -0.549 -0.001
C -0.12979 0.38239 2.87274 -1.123 -0.515 0.627 0.000
N -1.06343 -0.32751 2.17317 0.511 0.895 0.951 -0.005
C -2.13436 -0.54843 3.05337 0.873 0.160 -0.081 0.000
C -1.82095 -0.03830 4.28398 0.827 0.269 -0.711 -0.001
N -0.56237 0.55804 4.14423 -0.400 -0.454 -0.361 0.000
H 1.83539 1.94387 4.06823 0.385 0.090 -0.584 0.000
H 3.80087 2.79498 2.62487 -0.168 -0.077 -0.053 0.000
H 3.29553 1.70175 0.09333 -0.005 0.059 0.321 0.000
H -3.03841 -1.04653 2.72308 0.263 0.038 0.194 0.000
H -2.33890 -0.05924 5.22862 -0.054 0.092 -0.043 0.000
H -0.03839 1.01917 4.88681 -0.437 -0.232 -0.133 0.000
```
Positions in Å, forces in eV/Å.

---

Formula: C7H6BrNOS
Source: OMol25
Level of theory: ωB97M-V/def2-TZVPD

Output
Frontier orbital gap (eV): 8.666
Charge: 0
HOMO level (eV): -8.3
M (g mol⁻¹): 232.1
LUMO energy (eV): 0.336
DFT total energy (hartree): -3372.52051
SMILES string: O/C(Br)=N/c1ccccc1S

Structure (XYZ):
```
17
Properties=species:S:1:pos:R:3:forces:R:3:nbo_charge:R:1
C 1.11279 -0.26976 1.35281 -0.016 0.000 0.080 -0.205
C 0.03351 -0.88851 1.95785 0.023 0.034 -0.077 -0.203
C 0.96538 0.25702 0.09006 -0.044 -0.087 -0.024 -0.213
C -1.14878 -0.98109 1.26026 0.038 0.012 -0.027 -0.225
C -0.24188 0.21706 -0.62867 0.364 -0.137 0.646 0.098
C -1.33231 -0.45940 -0.02316 -0.134 0.021 0.035 -0.141
C 0.48381 1.58989 -2.48917 -0.601 0.050 1.766 0.603
N -0.20782 0.72610 -1.92617 -0.189 0.008 -0.742 -0.480
O 0.53976 1.72657 -3.78779 0.102 0.187 -1.043 -0.642
S -3.01577 -0.84033 -0.54439 0.909 0.577 -0.431 0.029
Br 1.55655 3.06217 -1.57430 -0.419 -0.565 -0.424 -0.135
H 2.06533 -0.21395 1.85587 0.119 0.032 0.015 0.215
H 0.11722 -1.31505 2.94462 -0.003 -0.059 0.104 0.217
H 1.82923 0.68887 -0.38984 -0.004 0.012 -0.033 0.219
H -1.98221 -1.50532 1.70166 -0.118 -0.048 0.148 0.215
H -2.94239 -0.33075 -1.77306 -0.012 0.081 -0.231 0.139
H 0.97964 2.54785 -4.05260 -0.016 -0.118 0.236 0.509
```
Positions in Å, forces in eV/Å.

---

Formula: C6H9NS
Source: OMol25
Level of theory: ωB97M-V/def2-TZVPD

Output
Frontier orbital gap (eV): 8.094
Charge: 0
HOMO level (eV): -8.1
M (g mol⁻¹): 127.2
LUMO energy (eV): 0.006
DFT total energy (hartree): -686.79965

Structure (XYZ):
```
17
Properties=species:S:1:pos:R:3:forces:R:3:nbo_charge:R:1
C -1.23170 -0.23269 0.91795 -1.225 2.186 2.778 -0.327
C -1.45150 -0.00153 -0.36114 0.873 -0.346 -0.377 -0.086
C -0.85098 -1.44582 1.50833 1.085 -1.678 -0.533 0.306
C 1.57907 -0.60159 0.16532 1.559 0.134 -0.225 -0.184
C -2.06059 1.22957 -0.89783 1.010 1.639 1.192 -0.659
C 2.17056 0.58289 -0.57768 -0.643 -0.397 0.193 -0.779
N -0.53015 -2.48862 1.88867 -0.213 0.468 0.203 -0.366
S 2.72708 -1.79223 0.60072 -2.447 0.327 0.378 0.095
H -1.41883 0.54953 1.77525 -0.057 -1.188 -2.035 0.230
H -1.02639 -0.67908 -1.11370 -0.528 -0.175 0.533 0.218
H -3.04359 1.36040 -0.45829 -0.356 0.030 -0.394 0.233
H -2.05317 1.13143 -1.96498 -0.393 0.555 -0.527 0.224
H -1.47792 2.16649 -0.54956 -0.718 -1.382 -0.790 0.225
H 2.70157 0.23503 -1.48020 -0.306 0.430 0.074 0.232
H 2.88722 1.08141 0.05223 0.700 0.094 0.387 0.233
H 1.40940 1.37232 -0.74807 0.259 -0.712 -0.458 0.214
H 1.66991 -2.46752 1.24299 1.401 0.014 -0.398 0.192
```
Positions in Å, forces in eV/Å.